## a
This record from the OMol25 dataset describes a cluster of 2 separate species, C3H7N2S in total. The level of theory is the ωB97M-V functional and the def2-TZVPD basis.

Geometry as XYZ:
```
13
Properties=species:S:1:pos:R:3:mulliken_charge:R:1
C -3.76 -0.12 -0.23 -0.55
C -2.54 0.24 0.20 0.07
C 2.87 0.30 0.22 0.10
N 1.78 0.51 0.82 -0.39
N 2.81 -0.72 -0.63 -0.34
S -1.12 -0.67 -0.23 0.08
H -4.53 0.51 -0.33 0.30
H -4.11 -1.05 -0.51 0.32
H -2.20 1.26 0.62 0.31
H 3.73 0.86 0.29 0.40
H 1.49 1.45 1.14 0.26
H 3.62 -1.36 -0.72 0.28
H 1.94 -1.21 -0.64 0.16
```

Results
* HOMO energy (alpha / beta): -13.27 / -14.44 eV
* net charge: +1
* spin multiplicity: 1
* HOMO-LUMO gap (alpha / beta): 0.197 / 0.272 hartree
* molar mass: 103.170 Da
* LUMO (alpha / beta): -7.92 / -7.03 eV

---

## b
This record from the OMol25 dataset describes the ion C3H7N2S with charge +1. The level of theory is the ωB97M-V functional and the def2-TZVPD basis.

Geometry as XYZ:
```
13
Properties=species:S:1:pos:R:3:mulliken_charge:R:1
N -1.41 -1.09 0.75 -0.39
C -0.36 -0.41 0.27 0.45
C 1.08 -0.71 0.38 -0.57
S 2.04 0.49 -0.62 -0.06
C 0.51 1.43 -1.05 -0.48
N -0.62 0.64 -0.48 -0.16
H -1.19 -1.70 1.55 0.28
H -2.34 -0.74 0.76 0.23
H 1.32 -0.80 1.44 0.39
H 1.25 -1.75 0.24 0.42
H 0.60 1.43 -2.16 0.33
H 0.72 2.34 -0.63 0.36
H -1.60 0.87 -0.46 0.20
```

Results
* HOMO energy: -13.33 eV
* net charge: +1
* spin multiplicity: 1
* HOMO-LUMO gap: 0.355 hartree
* structure (SMILES): [NH2+]=C1CSCN1
* molar mass: 103.170 Da
* LUMO: -3.67 eV

---

## c
This record from the OMol25 dataset describes the ion C3H7N2S with charge +1. The level of theory is the ωB97M-V functional and the def2-TZVPD basis.

Geometry as XYZ:
```
13
Properties=species:S:1:pos:R:3:mulliken_charge:R:1
C 0.50 -0.46 -0.06 0.51
C 2.04 1.06 0.35 -0.39
C -1.89 -0.60 -0.30 -0.81
N 0.56 0.80 0.62 -0.27
N -0.57 -1.13 -0.40 -0.09
S 2.19 -0.70 -0.33 -0.01
H 2.08 1.85 -0.35 0.35
H 2.54 1.10 1.31 0.32
H -2.50 -1.30 0.27 0.35
H -1.89 0.28 0.24 0.29
H -2.34 -0.29 -1.35 0.28
H -0.16 1.45 0.64 0.25
H -0.57 -2.06 -0.64 0.23
```

Results
* HOMO energy: -14.69 eV
* net charge: +1
* spin multiplicity: 1
* HOMO-LUMO gap: 0.400 hartree
* molar mass: 103.170 Da
* LUMO: -3.79 eV

---

## d
This record from the OMol25 dataset describes a cluster of 2 separate species, C3H7N2S in total. The level of theory is the ωB97M-V functional and the def2-TZVPD basis.

Geometry as XYZ:
```
13
Properties=species:S:1:pos:R:3:mulliken_charge:R:1
C 0.56 -0.71 0.01 -0.53
C 0.50 0.81 0.44 -0.05
C -1.74 -0.55 -0.13 0.05
N -0.73 -1.36 0.14 -0.14
N 1.25 1.72 -0.25 -0.37
S -1.63 1.09 0.10 -0.05
H 0.79 -0.97 -0.98 0.38
H 1.29 -1.28 0.70 0.24
H 0.48 0.75 1.49 0.44
H -3.06 -1.30 -0.37 0.33
H -0.80 -2.29 -0.21 0.29
H 1.80 2.30 0.26 0.21
H 1.29 1.79 -1.21 0.19
```

Results
* HOMO energy: -13.97 eV
* net charge: +1
* spin multiplicity: 1
* HOMO-LUMO gap: 0.356 hartree
* molar mass: 103.170 Da
* LUMO: -4.29 eV

---

Which structure wins on stability? b wins.

---

## a
This record from the OMol25 dataset describes an isolated molecule of C2H5NO. The level of theory is the ωB97M-V functional and the def2-TZVPD basis.

Geometry as XYZ:
```
9
Properties=species:S:1:pos:R:3:mulliken_charge:R:1
C -0.95 0.49 -0.09 -1.03
C 0.19 -0.55 0.06 -0.36
N 1.48 0.27 0.18 0.07
O 2.49 -0.17 -0.26 -0.32
H -0.65 1.26 0.59 0.35
H -1.13 0.80 -1.08 0.30
H -1.95 0.17 0.23 0.31
H 0.49 -1.14 -0.74 0.47
H 0.04 -1.13 1.12 0.21
```

Results
* HOMO energy: -8.78 eV
* net charge: 0
* spin multiplicity: 1
* HOMO-LUMO gap: 0.330 hartree
* structure (SMILES): CCN=O
* molar mass: 59.068 Da
* LUMO: 0.21 eV

---

## b
This record from the OMol25 dataset describes a structure of composition C2H5NO. The level of theory is the ωB97M-V functional and the def2-TZVPD basis.

Geometry as XYZ:
```
9
Properties=species:S:1:pos:R:3:mulliken_charge:R:1
C 0.39 0.14 -0.07 0.39
C -0.48 -0.96 -0.03 -0.84
N 0.14 1.41 -0.03 -0.35
O 2.06 -0.49 -0.06 -0.64
H -1.56 -0.85 0.25 0.35
H -0.54 -1.30 -1.06 0.26
H -0.19 -1.66 0.83 0.26
H -0.81 1.62 0.08 0.26
H 0.99 2.10 0.09 0.31
```

Results
* HOMO energy: -8.36 eV
* net charge: 0
* spin multiplicity: 1
* HOMO-LUMO gap: 0.323 hartree
* molar mass: 59.068 Da
* LUMO: 0.44 eV

---

## c
This record from the OMol25 dataset describes an isolated molecule of C2H5NO. The level of theory is the ωB97M-V functional and the def2-TZVPD basis.

Geometry as XYZ:
```
9
Properties=species:S:1:pos:R:3:mulliken_charge:R:1
C 1.17 0.11 0.97 -0.22
N 0.81 -0.50 -0.06 -0.35
C -0.43 -0.03 -0.83 -0.19
O -1.54 -0.74 -0.53 -0.49
H 2.10 -0.39 1.44 0.25
H 0.71 1.08 1.38 0.23
H -0.29 -0.24 -1.97 0.20
H -0.58 1.15 -0.70 0.25
H -1.95 -0.44 0.30 0.32
```

Results
* HOMO energy: -9.53 eV
* net charge: 0
* spin multiplicity: 1
* HOMO-LUMO gap: 0.383 hartree
* structure (SMILES): C=NCO
* molar mass: 59.068 Da
* LUMO: 0.89 eV

---

Which structure wins on stability? c wins.

---

## a
This record from the OMol25 dataset describes an isolated molecule of C2H5NO. The level of theory is the ωB97M-V functional and the def2-TZVPD basis.

Geometry as XYZ:
```
9
Properties=species:S:1:pos:R:3:mulliken_charge:R:1
C -1.24 0.05 -0.01 -0.78
C 0.26 0.38 0.06 0.61
N 1.09 -0.76 -0.17 -0.60
O 0.68 1.51 0.20 -0.54
H -1.69 0.41 0.92 0.25
H -1.49 -1.01 -0.13 0.29
H -1.66 0.60 -0.85 0.24
H 2.09 -0.29 -0.48 0.28
H 1.96 -0.89 0.45 0.25
```

Results
* HOMO energy: -10.04 eV
* net charge: 0
* spin multiplicity: 1
* HOMO-LUMO gap: 0.399 hartree
* structure (SMILES): CC(N)=O
* molar mass: 59.068 Da
* LUMO: 0.83 eV

---

## b
This record from the OMol25 dataset describes an isolated molecule of C2H5NO. The level of theory is the ωB97M-V functional and the def2-TZVPD basis.

Geometry as XYZ:
```
9
Properties=species:S:1:pos:R:3:mulliken_charge:R:1
C -1.27 0.27 0.60 -0.75
N -0.25 -0.14 -0.55 -0.21
C 1.14 -0.27 -0.11 0.08
O 1.50 -1.22 0.53 -0.41
H -0.77 -0.11 1.51 0.17
H -1.22 1.37 0.63 0.15
H -0.59 -1.03 -0.90 0.32
H -0.32 0.56 -1.30 0.35
H 1.78 0.56 -0.42 0.31
```

Results
* HOMO energy: -7.24 eV
* net charge: 0
* spin multiplicity: 1
* HOMO-LUMO gap: 0.280 hartree
* molar mass: 59.068 Da
* LUMO: 0.38 eV

---

Which structure wins on stability? a wins.

---

## a
This record from the OMol25 dataset describes a cluster of 2 separate species, C2H5NO in total. The level of theory is the ωB97M-V functional and the def2-TZVPD basis.

Geometry as XYZ:
```
9
Properties=species:S:1:pos:R:3:mulliken_charge:R:1
C 0.76 -1.24 1.24 -0.20
N 0.97 -1.20 -0.01 -0.58
H -0.15 -0.78 1.67 0.26
H 1.47 -1.70 1.94 0.25
H 0.37 -1.74 -0.63 0.28
C -0.27 1.26 -0.71 -0.16
O -1.46 1.20 -0.52 -0.40
H 0.17 0.75 -1.58 0.25
H 0.38 1.84 -0.05 0.29
```

Results
* HOMO energy: -8.87 eV
* net charge: 0
* spin multiplicity: 1
* HOMO-LUMO gap: 0.330 hartree
* structure (SMILES): C=N.C=O
* molar mass: 59.068 Da
* LUMO: 0.11 eV

---

## b
This record from the OMol25 dataset describes a cluster of 2 separate species, C2H5NO in total. The level of theory is the ωB97M-V functional and the def2-TZVPD basis.

Geometry as XYZ:
```
9
Properties=species:S:1:pos:R:3:mulliken_charge:R:1
C 0.21 -1.19 0.08 -0.66
N -0.26 0.14 0.37 -0.23
C -0.91 0.71 1.21 0.55
O -1.52 1.39 1.95 -0.47
H 0.85 -1.56 0.88 0.31
H 0.79 -1.16 -0.84 0.20
H -0.63 -1.88 -0.06 0.30
H 0.77 2.17 -1.98 0.21
H 0.62 1.63 -1.48 -0.22
```

Results
* HOMO energy: -10.45 eV
* net charge: 0
* spin multiplicity: 1
* HOMO-LUMO gap: 0.411 hartree
* structure (SMILES): CN=C=O.[H][H]
* molar mass: 59.068 Da
* LUMO: 0.73 eV

---

Which structure wins on stability? b wins.

---

## a
This record from the OMol25 dataset describes a cluster of 2 separate species, C3H11NOS2 in total. The level of theory is the ωB97M-V functional and the def2-TZVPD basis.

Geometry as XYZ:
```
18
Properties=species:S:1:pos:R:3:mulliken_charge:R:1
N 2.96 0.43 0.08 -0.62
C 1.58 0.73 0.45 -0.46
C 0.78 -0.55 0.47 -0.64
C -0.70 -0.40 0.78 -0.59
S -0.98 0.67 2.26 -0.06
S -2.98 1.23 2.07 -0.24
H 3.50 1.29 -0.05 0.24
H 3.44 -0.01 0.86 0.21
H 1.19 1.40 -0.33 0.31
H 1.46 1.31 1.37 0.34
H 1.20 -1.22 1.25 0.30
H 0.92 -1.11 -0.45 0.29
H -1.23 -1.33 0.96 0.47
H -1.16 0.11 -0.07 0.29
H -3.60 0.04 1.83 0.14
O -1.85 -1.12 -3.68 -0.63
H -2.23 -1.07 -4.56 0.31
H -2.31 -0.39 -3.23 0.31
```

Results
* HOMO energy: -8.52 eV
* net charge: 0
* spin multiplicity: 1
* HOMO-LUMO gap: 0.330 hartree
* structure (SMILES): NCCCSS.O
* molar mass: 141.261 Da
* LUMO: 0.46 eV

---

## b
This record from the OMol25 dataset describes a cluster of 2 separate species, C3H11NOS2 in total. The level of theory is the ωB97M-V functional and the def2-TZVPD basis.

Geometry as XYZ:
```
18
Properties=species:S:1:pos:R:3:mulliken_charge:R:1
N 3.40 -1.12 0.22 -0.64
C 2.19 -0.41 -0.17 -0.35
C 1.11 -0.56 0.89 -0.69
C -0.26 -0.16 0.40 -0.74
S -0.22 1.53 -0.35 -0.10
S -2.13 1.59 -1.15 -0.23
H 4.20 -0.61 -0.14 0.24
H 3.53 -1.08 1.23 0.22
H 1.86 -0.79 -1.15 0.25
H 2.39 0.65 -0.33 0.35
H 1.47 0.16 1.63 0.31
H 1.11 -1.56 1.29 0.35
H -1.04 -0.10 1.15 0.47
H -0.61 -0.77 -0.42 0.41
H -2.66 2.40 -0.22 0.15
O -1.17 -2.97 1.20 -0.61
H -1.43 -3.76 1.69 0.29
H -0.54 -3.27 0.53 0.31
```

Results
* HOMO energy: -8.77 eV
* net charge: 0
* spin multiplicity: 1
* HOMO-LUMO gap: 0.347 hartree
* structure (SMILES): NCCCSS.O
* molar mass: 141.261 Da
* LUMO: 0.68 eV

---

Which structure wins on stability? b wins.

---

## a
This record from the OMol25 dataset describes a cluster of 2 separate species, C3H11NOS2 in total. The level of theory is the ωB97M-V functional and the def2-TZVPD basis.

Geometry as XYZ:
```
18
Properties=species:S:1:pos:R:3:mulliken_charge:R:1
C 0.53 -0.17 1.27 -1.04
N 0.73 1.10 0.66 -0.18
C 1.55 1.21 -0.52 -0.65
C 0.93 1.78 -1.81 -0.64
S -0.87 1.68 -2.08 -0.08
S -1.37 -0.28 -1.56 -0.25
H 0.31 -1.03 0.63 0.33
H -0.47 -0.21 1.73 0.36
H 1.27 -0.51 2.00 0.34
H 0.93 1.79 1.35 0.22
H 2.43 1.82 -0.28 0.40
H 2.09 0.30 -0.75 0.32
H 1.39 1.34 -2.70 0.34
H 1.18 2.84 -1.83 0.33
H -2.39 0.03 -0.75 0.17
O -2.95 -4.25 1.48 -0.63
H -2.31 -3.79 0.93 0.31
H -3.00 -3.64 2.23 0.32
```

Results
* HOMO energy: -8.44 eV
* net charge: 0
* spin multiplicity: 1
* HOMO-LUMO gap: 0.321 hartree
* structure (SMILES): CNCCSS.O
* molar mass: 141.261 Da
* LUMO: 0.28 eV

---

## b
This record from the OMol25 dataset describes a cluster of 3 separate species, C3H11NOS2 in total. The level of theory is the ωB97M-V functional and the def2-TZVPD basis.

Geometry as XYZ:
```
18
Properties=species:S:1:pos:R:3:mulliken_charge:R:1
S -3.62 0.67 -0.27 -0.20
S 3.75 -0.14 -0.13 -0.21
C 2.08 0.20 -0.72 -0.72
C 1.01 -0.42 0.15 -0.49
N -0.31 -0.13 -0.35 -0.24
C -0.74 1.25 -0.28 -0.43
H 3.78 0.78 0.85 0.12
H 2.01 -0.18 -1.74 0.34
H 1.94 1.27 -0.82 0.35
H 1.09 -1.50 0.20 0.36
H 1.20 -0.20 1.22 0.35
H -1.00 -0.77 0.01 0.29
H -0.41 1.69 0.67 0.36
H -0.34 1.74 -1.17 0.31
H -1.85 1.39 -0.31 -0.12
H -2.94 -1.42 0.29 0.21
H -3.20 -2.21 1.50 0.33
O -2.47 -2.02 0.89 -0.61
```

Results
* HOMO energy: -9.10 eV
* net charge: 0
* spin multiplicity: 1
* HOMO-LUMO gap: 0.204 hartree
* molar mass: 141.261 Da
* LUMO: -3.54 eV

---

Which structure wins on stability? a wins.

---

## a
This record from the OMol25 dataset describes a cluster of 2 separate species, C3H11NOS2 in total. The level of theory is the ωB97M-V functional and the def2-TZVPD basis.

Geometry as XYZ:
```
18
Properties=species:S:1:pos:R:3:mulliken_charge:R:1
N -0.22 -2.24 2.70 -0.59
C -0.75 -2.07 1.34 -0.60
C 0.08 -1.04 0.56 -0.40
C -0.48 -0.84 -0.83 -0.70
S 0.24 0.60 -1.68 -0.08
S 1.22 -0.18 -3.31 -0.21
H -0.86 -1.82 3.37 0.23
H -0.15 -3.23 2.92 0.22
H -1.78 -1.68 1.37 0.30
H -0.81 -3.00 0.78 0.39
H 1.11 -1.36 0.53 0.27
H 0.03 -0.09 1.09 0.27
H -1.56 -0.62 -0.79 0.32
H -0.42 -1.69 -1.52 0.42
H 0.18 -0.13 -4.14 0.15
O 1.53 6.76 -0.57 -0.64
H 1.76 6.57 -1.49 0.32
H 0.90 6.07 -0.33 0.32
```

Results
* HOMO energy: -9.03 eV
* net charge: 0
* spin multiplicity: 1
* HOMO-LUMO gap: 0.350 hartree
* structure (SMILES): NCCCSS.O
* molar mass: 141.261 Da
* LUMO: 0.50 eV

---

## b
This record from the OMol25 dataset describes a cluster of 3 separate species, C3H11NOS2 in total. The level of theory is the ωB97M-V functional and the def2-TZVPD basis.

Geometry as XYZ:
```
18
Properties=species:S:1:pos:R:3:mulliken_charge:R:1
N 2.01 -0.75 1.09 -0.38
C 0.82 -0.36 0.44 0.00
C 1.05 0.10 -1.03 -0.84
S -1.69 1.74 0.63 -0.17
S -2.46 -0.06 0.27 0.18
C -4.14 0.18 -0.17 -0.84
H 2.09 -1.72 1.36 0.25
H 2.97 -0.34 0.70 0.35
H 0.48 0.55 1.00 0.06
H 0.00 -1.08 0.52 0.25
H 2.06 0.52 -1.06 0.38
H 1.05 -0.69 -1.78 0.27
H -4.68 0.39 0.76 0.32
H -4.46 -0.74 -0.66 0.32
H -4.27 1.05 -0.82 0.31
H 4.92 0.23 0.12 0.21
H 0.26 0.82 -1.29 0.19
O 3.99 0.16 -0.09 -0.87
```

Results
* HOMO energy: -7.46 eV
* net charge: 0
* spin multiplicity: 1
* HOMO-LUMO gap: 0.120 hartree
* molar mass: 141.261 Da
* LUMO: -4.19 eV

---

Which structure wins on stability? a wins.

---

## a
This record from the OMol25 dataset describes a cluster of 2 separate species, C3H11NOS2 in total. The level of theory is the ωB97M-V functional and the def2-TZVPD basis.

Geometry as XYZ:
```
18
Properties=species:S:1:pos:R:3:mulliken_charge:R:1
C 0.98 0.66 2.85 -0.81
S 0.05 0.89 1.33 -0.04
S 0.15 -0.95 0.54 -0.08
C 1.47 -0.84 -0.73 -0.61
C 1.12 0.17 -1.82 -0.62
N -0.12 -0.21 -2.52 -0.53
H 1.98 0.43 2.55 0.26
H 1.05 1.66 3.31 0.30
H 0.64 -0.04 3.62 0.30
H 1.80 -1.85 -0.97 0.43
H 2.37 -0.48 -0.19 0.29
H 1.88 0.18 -2.61 0.26
H 0.98 1.18 -1.44 0.37
H -0.26 -1.20 -2.45 0.29
H -0.93 0.29 -2.18 0.24
O -3.47 0.16 -1.41 -0.63
H -3.65 0.16 -0.48 0.29
H -2.50 0.22 -1.49 0.28
```

Results
* HOMO energy: -9.00 eV
* net charge: 0
* spin multiplicity: 1
* HOMO-LUMO gap: 0.354 hartree
* structure (SMILES): CSSCCN.O
* molar mass: 141.261 Da
* LUMO: 0.62 eV

---

## b
This record from the OMol25 dataset describes a cluster of 2 separate species, C3H11NOS2 in total. The level of theory is the ωB97M-V functional and the def2-TZVPD basis.

Geometry as XYZ:
```
18
Properties=species:S:1:pos:R:3:mulliken_charge:R:1
C 1.97 -2.10 -0.46 -0.89
N 1.37 -0.82 -0.13 -0.31
C 1.60 0.22 -1.11 -0.38
C 0.75 1.47 -0.84 -0.72
S -0.96 1.19 -0.30 -0.12
S -1.96 1.42 -2.12 -0.20
H 1.29 -2.79 -0.98 0.29
H 2.79 -1.93 -1.16 0.34
H 2.39 -2.59 0.41 0.29
H 0.40 -0.90 0.12 0.20
H 1.34 -0.15 -2.12 0.33
H 2.64 0.51 -0.99 0.29
H 1.18 2.06 -0.03 0.30
H 0.77 2.07 -1.74 0.44
H -2.82 0.42 -1.91 0.15
O -4.44 0.54 4.80 -0.63
H -4.54 0.15 3.92 0.32
H -3.77 1.22 4.65 0.32
```

Results
* HOMO energy: -8.52 eV
* net charge: 0
* spin multiplicity: 1
* HOMO-LUMO gap: 0.326 hartree
* structure (SMILES): CNCCSS.O
* molar mass: 141.261 Da
* LUMO: 0.35 eV

---

## c
This record from the OMol25 dataset describes a cluster of 2 separate species, C3H11NOS2 in total. The level of theory is the ωB97M-V functional and the def2-TZVPD basis.

Geometry as XYZ:
```
18
Properties=species:S:1:pos:R:3:mulliken_charge:R:1
C -2.58 0.77 0.59 -0.74
N -1.35 0.02 1.01 -0.39
C -0.75 -0.78 -0.01 -0.21
C 0.39 -1.53 0.50 -0.93
S 1.77 -0.62 1.06 -0.06
S 3.06 -1.10 -0.45 -0.24
H -3.00 1.42 1.47 0.27
H -2.24 1.29 -0.35 0.30
H -3.36 0.01 0.37 0.26
H -0.60 0.62 1.32 0.22
H -0.34 -0.16 -0.84 0.18
H -1.51 -1.37 -0.62 0.41
H 0.10 -2.17 1.37 0.31
H 0.89 -2.27 -0.15 0.48
H 4.26 -1.32 0.23 0.16
O 1.94 2.36 -2.15 -0.60
H 1.31 2.98 -2.01 0.30
H 1.99 1.85 -1.34 0.30
```

Results
* HOMO energy: -8.57 eV
* net charge: 0
* spin multiplicity: 1
* HOMO-LUMO gap: 0.334 hartree
* structure (SMILES): CNCCSS.O
* molar mass: 141.261 Da
* LUMO: 0.53 eV

---

Which structure wins on stability? a wins.